Entry 1:
The following is a DFT calculation (ωB97M-V/def2-TZVPD) of a structure of composition C30H33BeClN4O7S.

Last column: Mulliken charge in e.
CARTESIAN COORDINATES (ANGSTROEM)
Be  -1.663  -0.636  -0.432  -0.23
C  -2.225  -0.607  6.382  -2.13
C  -0.928  -0.613  5.574  2.05
C  -0.167  0.688  5.860  -1.63
C  -0.077  -1.818  6.012  -1.56
C  -1.190  -0.744  4.079  0.27
C  -2.445  -1.019  3.552  -0.53
C  -2.609  -1.113  2.181  -0.70
N  -1.599  -0.982  1.335  0.20
C  -0.373  -0.740  1.822  0.22
C  -0.137  -0.604  3.171  -0.41
C  0.659  -0.657  0.756  -0.93
C  2.020  -0.571  0.990  0.21
C  2.908  -0.545  -0.078  0.51
C  2.357  -0.637  -1.356  -0.66
C  0.990  -0.715  -1.517  -0.93
N  0.149  -0.715  -0.483  -0.06
C  4.414  -0.406  0.101  2.06
C  5.126  -1.557  -0.624  -1.67
C  4.822  -0.426  1.575  -2.14
C  4.842  0.937  -0.512  -1.58
H  -1.987  -0.507  7.442  0.44
H  -2.786  -1.535  6.259  0.41
H  -2.867  0.231  6.101  0.43
H  -0.019  0.794  6.936  0.47
H  -0.726  1.555  5.503  0.36
H  0.819  0.701  5.392  0.35
H  0.098  -1.778  7.089  0.44
H  0.892  -1.822  5.509  0.35
H  -0.584  -2.757  5.780  0.36
H  -3.313  -1.118  4.185  0.45
H  -3.582  -1.294  1.742  0.47
H  0.857  -0.362  3.520  0.44
H  2.380  -0.536  2.007  0.54
H  2.981  -0.635  -2.240  0.46
H  0.535  -0.761  -2.498  0.64
H  4.765  -2.524  -0.268  0.38
H  6.199  -1.503  -0.435  0.46
H  4.975  -1.513  -1.703  0.32
H  4.533  -1.360  2.062  0.43
H  4.384  0.410  2.125  0.40
H  5.906  -0.335  1.647  0.43
H  4.606  0.986  -1.576  0.35
H  5.919  1.073  -0.395  0.44
H  4.335  1.767  -0.015  0.37
O  -4.189  -3.171  -5.048  -0.55
C  -3.621  -2.140  -5.649  0.45
O  -3.838  -1.878  -6.805  -0.60
C  -2.698  -1.298  -4.824  -0.30
C  -1.957  -0.240  -5.319  0.10
Cl  -1.975  0.449  -6.869  -0.13
N  -1.236  0.286  -4.295  0.32
N  -1.472  -0.377  -3.157  -0.26
C  -2.346  -1.315  -3.444  0.35
C  -2.761  -2.197  -2.308  0.92
O  -3.388  -3.229  -2.526  -0.85
O  -2.401  -1.817  -1.141  -0.28
C  -0.292  1.364  -4.240  0.19
C  -0.287  2.145  -3.091  0.55
C  0.628  3.178  -2.973  -0.64
C  1.538  3.428  -3.992  -0.56
C  1.528  2.635  -5.130  -0.72
C  0.617  1.596  -5.262  -0.56
H  -3.870  -3.272  -4.112  0.45
H  -1.002  1.956  -2.301  -0.05
H  0.607  3.790  -2.080  0.51
H  2.251  4.238  -3.901  0.43
H  2.237  2.818  -5.926  0.39
H  0.634  0.971  -6.142  0.47
C  -4.070  2.504  -0.549  -1.06
S  -2.451  2.156  0.068  1.20
O  -1.558  3.175  -0.418  -0.69
O  -2.547  1.989  1.498  -0.66
O  -2.138  0.847  -0.620  0.01
H  -4.341  3.507  -0.228  0.43
H  -4.756  1.766  -0.136  0.29
H  -4.041  2.438  -1.636  0.31

LUMO energy = -0.0269 hartree
electronic energy = -2782.1104 Ha
HOMO-LUMO gap = 8.38 eV
E_HOMO = -9.12 eV
relative energy (zero: lowest compared OMol25 entry of this formula, charge and spin) = 0.0 kcal/mol

Entry 2:
The following is a DFT calculation (ωB97M-V/def2-TZVPD) of a structure of composition C30H33Cl2N5PtSb2Se in a non-equilibrium geometry.

Last column: Mulliken charge in e.
CARTESIAN COORDINATES (ANGSTROEM)
Pt  -0.431  5.220  -5.042  0.71
C  3.020  -4.525  4.480  -1.18
Sb  1.067  -4.197  3.714  0.85
C  1.371  -5.025  1.787  -1.25
C  -0.188  -5.959  4.651  -1.99
C  0.398  -6.475  5.837  1.26
C  1.484  -7.381  5.728  -0.46
C  1.986  -8.025  6.821  -0.69
C  1.427  -7.806  8.110  -0.64
C  0.397  -6.930  8.272  -0.56
C  -0.144  -6.211  7.170  1.22
C  -1.194  -5.298  7.394  -1.86
Sb  -0.351  -3.252  8.337  0.86
C  -2.020  -2.800  9.560  -1.23
C  0.930  -3.966  9.868  -1.18
H  3.274  -5.582  4.411  0.37
H  3.110  -4.185  5.508  0.35
H  3.712  -3.964  3.852  0.42
H  1.823  -6.012  1.882  0.38
H  2.064  -4.380  1.245  0.40
H  0.433  -5.089  1.240  0.40
H  0.024  -6.565  3.768  0.63
H  -1.200  -5.578  4.667  0.50
H  1.879  -7.609  4.746  0.59
H  2.794  -8.736  6.703  0.45
H  1.813  -8.351  8.961  0.47
H  -0.035  -6.783  9.254  0.57
H  -1.761  -5.450  8.314  0.66
H  -1.772  -4.917  6.563  0.36
H  -2.273  -3.664  10.175  0.40
H  -2.874  -2.495  8.963  0.40
H  -1.732  -1.982  10.223  0.40
H  0.369  -4.580  10.572  0.35
H  1.299  -3.087  10.400  0.42
H  1.779  -4.513  9.465  0.35
C  -2.725  2.869  -7.819  -0.78
C  -2.362  3.597  -6.683  0.22
N  -1.115  3.992  -6.478  -0.31
C  -0.166  3.668  -7.398  0.28
C  -0.439  2.943  -8.554  0.86
C  -1.774  2.545  -8.757  -0.61
C  0.649  2.654  -9.449  -0.95
C  1.911  3.052  -9.166  -0.98
C  2.206  3.786  -7.965  0.85
C  3.491  4.209  -7.574  -0.54
C  3.649  4.882  -6.387  -0.79
C  2.533  5.167  -5.594  0.11
N  1.313  4.801  -5.957  -0.41
C  1.154  4.102  -7.112  0.43
H  -3.758  2.575  -7.944  0.43
H  -3.091  3.864  -5.931  0.25
H  -2.044  1.986  -9.644  0.49
H  0.439  2.102  -10.355  0.44
H  2.722  2.822  -9.844  0.44
H  4.346  3.996  -8.204  0.48
H  4.624  5.208  -6.054  0.41
H  2.626  5.706  -4.662  0.44
Se  0.752  8.234  -2.947  0.43
N  -0.758  8.863  -2.353  -0.66
C  -1.753  8.072  -2.733  0.47
C  -3.163  8.152  -2.487  -0.54
C  -3.933  7.159  -3.009  -0.75
C  -3.380  6.092  -3.798  -0.01
N  -2.102  6.001  -4.048  -0.08
C  -1.321  6.970  -3.487  0.56
N  -0.034  6.809  -3.721  -0.31
H  -3.586  8.964  -1.913  0.50
H  -5.003  7.161  -2.854  0.43
H  -4.040  5.337  -4.206  0.45
Cl  0.246  1.350  -1.781  -0.15
C  -1.315  1.459  -2.598  -0.21
Cl  -2.221  2.919  -2.143  -0.13
H  -1.909  0.597  -2.322  0.35
H  -1.146  1.492  -3.668  0.14

LUMO energy (spin up / spin down) = -0.4487 / -0.4487 hartree
electronic energy = -5357.0080 Ha
HOMO-LUMO gap (spin up / spin down) = 4.71 / 4.71 eV
E_HOMO (spin up / spin down) = -16.92 / -16.92 eV
relative energy (zero: lowest compared OMol25 entry of this formula, charge and spin) = 0.0 kcal/mol
net charge = +4

Question: relative energy (zero: lowest compared OMol25 entry of this formula, charge and spin) of number 2 (C30H33Cl2N5PtSb2Se)?
Answer: 0.0 kcal/mol

Question: relative energy (zero: lowest compared OMol25 entry of this formula, charge and spin) of number 2 (C30H33Cl2N5PtSb2Se)?
Answer: 0.0 kcal/mol